Entry 1:
C28H28Br2N | wB97M-V/def2-TZVPD

* highest occupied orbital energy: -9.7 eV
* calculated total energy: -6286.2357 a.u.
* ΔE to the lowest compared entry with this formula, charge and spin: 76.9 kJ/mol
* maximum force: 1.8 eV/Å
* Kohn-Sham gap: 4.895 eV
* net charge: +1

```
59
C28H28Br2N (wB97M-V/def2-TZVPD)
Br 6.404 -3.078 1.269
C 4.577 -2.642 1.058
C 3.858 -2.116 2.146
C 2.515 -1.811 1.992
C 1.878 -1.909 0.730
C 0.506 -1.500 0.582
C -0.297 -1.954 -0.470
C -1.663 -2.130 -0.286
C -2.479 -2.980 -1.090
C -3.880 -3.079 -0.860
C -4.686 -3.877 -1.661
C -4.110 -4.619 -2.711
Br -5.210 -5.646 -3.858
C -2.721 -4.585 -2.924
C -1.918 -3.782 -2.120
C 2.623 -2.424 -0.359
C 3.947 -2.826 -0.183
H 4.358 -1.934 3.091
H 1.938 -1.460 2.848
H -0.015 -1.163 1.482
H 0.159 -2.171 -1.446
H -2.129 -1.629 0.563
H -4.319 -2.510 -0.041
H -5.760 -3.929 -1.494
H -2.282 -5.180 -3.720
H -0.842 -3.774 -2.280
H 2.158 -2.511 -1.342
H 4.502 -3.269 -1.006
C 3.428 1.560 3.727
C 3.909 1.395 2.423
C 3.026 1.235 1.365
C 1.628 1.241 1.591
C 0.698 1.068 0.496
C -0.584 1.617 0.543
N -1.063 2.536 -0.319
C -2.330 3.196 0.014
C -3.035 3.720 -1.233
C -2.124 4.623 -2.056
C -0.794 3.941 -2.362
C -0.132 3.321 -1.127
C 1.151 1.407 2.912
C 2.048 1.556 3.969
H 4.127 1.690 4.555
H 4.986 1.381 2.233
H 3.391 1.092 0.345
H 1.105 0.792 -0.480
H -1.294 1.269 1.308
H -2.966 2.477 0.543
H -2.134 4.046 0.693
H -3.359 2.867 -1.841
H -3.933 4.265 -0.926
H -2.619 4.891 -2.992
H -1.937 5.554 -1.508
H -0.944 3.155 -3.113
H -0.093 4.666 -2.791
H 0.284 4.143 -0.512
H 0.712 2.691 -1.435
H 0.072 1.415 3.083
H 1.665 1.678 4.983
```

***

Entry 2:
C3H3NS | wB97M-V/def2-TZVPD

* highest occupied orbital energy: -9.4 eV
* calculated total energy: -568.8910 a.u.
* ΔE to the lowest compared entry with this formula, charge and spin: 332.4 kJ/mol
* maximum force: 6.2 eV/Å
* Kohn-Sham gap: 8.916 eV
* net charge: 0

```
8
C3H3NS (wB97M-V/def2-TZVPD)
C -0.184 0.402 2.232
C 0.296 0.065 -1.467
C 0.739 -1.101 -0.684
N -1.229 -0.101 2.324
S -0.942 -1.195 -0.978
H 0.216 1.103 -0.983
H 0.360 0.108 -2.560
H 0.745 0.719 2.114
```

***

Entry 3:
CH8NS2 | wB97M-V/def2-TZVPD

* highest occupied orbital energy: -13.1 eV
* calculated total energy: -893.7623 a.u.
* ΔE to the lowest compared entry with this formula, charge and spin: 31.7 kJ/mol
* maximum force: 1.4 eV/Å
* Kohn-Sham gap: 9.379 eV
* net charge: +1

```
12
CH8NS2 (wB97M-V/def2-TZVPD)
N 0.000 -0.070 2.538
H 0.200 0.753 1.883
H 0.627 -0.274 3.314
H -0.047 -0.803 1.817
H -0.910 0.060 2.986
C -0.236 -0.527 -2.534
S -0.230 -0.570 -0.713
S 1.110 0.992 -0.121
H -1.116 0.062 -2.794
H 0.652 -0.054 -2.962
H -0.369 -1.570 -2.841
H 0.320 2.002 -0.574
```

***

Calculated LUMO (eV), listed in the same order as above: -4.8 -0.5 -3.7